1.
# C5H33N2O11

11 unconnected molecules or ions with the total composition C5H33N2O11 in a non-equilibrium geometry (wB97M-V/def2-TZVPD, the Open Molecules 2025 dataset).

```
51
Properties=species:S:1:pos:R:3:forces:R:3:lowdin_charge:R:1
C 2.23132 -2.28074 1.35758 -0.236 1.195 0.467 -0.21
O 3.31629 -1.57087 1.91606 1.572 0.306 -0.564 -0.07
C 1.14032 -1.22956 1.06125 -0.558 -0.326 -0.084 -0.23
C -0.22442 -1.88792 0.76777 -1.136 0.176 1.170 -0.16
C -0.32172 -2.13468 -0.69626 -2.222 1.311 0.229 -0.12
C -1.23167 -1.50702 -1.47801 0.879 -0.557 0.602 -0.20
N -1.22140 -1.59841 -2.85977 -0.815 0.788 -0.417 0.05
N 1.01639 -0.30915 2.27733 3.249 -0.098 -1.579 0.23
H 2.51028 -2.81426 0.46252 -0.097 -0.141 -0.152 0.11
H 1.94657 -2.97723 2.14257 -0.516 -0.172 -0.261 0.13
H 4.02328 -1.50275 1.24664 -0.413 0.077 0.656 0.12
H 1.41406 -0.58610 0.16495 -0.117 -0.690 1.408 0.15
H -1.08441 -1.26277 1.17892 1.152 -0.515 -0.887 0.11
H -0.35064 -2.84426 1.34754 0.449 0.755 -0.428 0.13
H 0.36049 -2.85406 -1.03947 0.834 -0.801 -0.960 0.08
H -1.97114 -0.80462 -1.09175 0.218 -0.216 0.124 0.10
H -0.70292 -2.37411 -3.20038 0.180 -0.589 -0.531 0.09
H -2.09425 -1.40367 -3.36604 0.737 -0.300 0.508 0.12
H 0.33993 -0.58006 2.92881 -1.809 -0.897 1.333 0.08
H 0.74895 0.61702 1.94276 -0.050 0.727 0.187 0.08
H 1.95241 -0.24314 2.75517 -0.872 -0.041 -0.735 0.18
H -0.13200 2.23638 0.83905 0.113 0.262 0.682 0.01
H 0.57486 3.01111 1.99338 -0.268 -0.460 -0.128 0.10
O 0.01762 2.23262 1.81175 0.296 0.566 -0.164 -0.06
H 1.27536 3.36495 -0.69764 0.699 -0.323 0.354 0.00
H -0.17734 3.49207 -0.99396 -0.530 0.063 -0.077 0.01
O 0.66669 3.90492 -1.19609 -0.162 1.055 -0.466 -0.04
H 0.46882 3.39883 -4.30671 -1.901 1.343 -2.385 0.02
H 0.94395 3.54635 -2.87312 0.108 -0.557 -0.589 0.05
O 1.00837 2.98331 -3.70428 1.858 -0.801 2.951 -0.03
H -1.93378 0.06945 2.73684 -0.211 0.410 -0.359 0.00
H -2.10970 -0.97538 3.77011 -3.716 -2.888 2.695 0.00
O -1.48107 -0.51672 3.35352 3.864 2.342 -1.937 0.00
H 1.93450 -5.47576 0.37121 1.616 -1.443 0.105 0.03
H 0.49517 -5.22690 0.16450 0.797 0.770 0.216 0.09
O 1.34440 -4.75853 0.35774 -2.566 0.332 -0.439 -0.04
H 0.27116 0.00498 -2.70182 -0.233 -0.348 -0.305 0.04
H 0.74473 1.53559 -2.94877 -0.385 -0.642 0.274 0.05
O 0.53001 0.81820 -2.26423 0.415 1.008 -0.213 -0.08
H -2.06667 1.82514 -0.89902 -0.658 0.235 0.071 0.04
H -0.63374 1.48002 -1.21596 0.146 0.256 0.218 0.05
O -1.17001 2.03676 -0.58328 0.379 -0.709 -0.820 -0.11
H -2.63771 1.95440 2.11525 -0.406 1.605 1.429 0.06
H -1.84618 1.48904 0.97291 0.258 -0.142 -0.363 0.01
O -2.55373 1.20863 1.56741 -0.281 -1.506 -0.669 -0.03
H 2.89270 1.89334 -0.49698 -0.368 -0.117 0.161 0.10
H 1.52944 1.36337 -0.91352 -0.830 -1.149 -1.778 -0.03
O 1.97318 1.78031 -0.20232 1.805 0.883 1.678 -0.04
H -4.45049 1.49160 -1.05637 -0.720 0.397 -0.534 0.06
H -3.64325 0.93916 0.07266 0.193 -0.117 0.262 0.03
O -3.63301 1.04111 -0.89044 0.260 -0.321 0.044 -0.04
```
Forces are in eV/Å.

Values from the calculation:
HOMO: -11.084 eV
total charge: +1
ΔE to the lowest compared entry with this formula, charge and spin: 30.5 kcal/mol

2.
# C31H55N3O16P

4 unconnected molecules or ions with the total composition C31H55N3O16P in a non-equilibrium geometry (wB97M-V/def2-TZVPD, the Open Molecules 2025 dataset).

```
106
Properties=species:S:1:pos:R:3:forces:R:3:lowdin_charge:R:1
C 4.55481 -3.49199 4.83278 0.241 0.384 0.276 -0.10
C 5.88022 -3.05588 3.97124 0.237 -0.606 2.466 -0.24
N 5.59419 -2.58438 2.55684 1.798 -0.355 0.237 -0.05
N 4.74687 -3.45738 1.87300 -2.091 -3.727 -2.144 -0.08
C 5.24870 -4.91392 1.78938 -3.848 -1.385 -2.579 0.07
C 4.39750 -6.08012 1.00568 -1.186 4.130 0.244 0.08
C 3.00457 -5.63431 0.26120 1.770 2.756 2.248 0.07
C 2.02349 -6.63511 -0.60795 -1.528 -0.366 -6.258 -0.26
O 1.95451 -6.48153 -1.93968 0.738 -0.572 9.152 0.05
O 1.21946 -7.69054 0.03512 3.598 2.280 -1.045 -0.11
C 2.18310 -8.75905 0.37421 0.915 -1.377 0.316 -0.08
C 2.54699 -4.06347 0.38812 2.124 -0.966 0.815 0.06
C 1.16989 -3.51334 -0.35498 0.973 1.053 0.132 -0.16
C 0.01109 -3.18815 0.77124 0.118 1.582 0.529 -0.22
P -1.59073 -4.13185 0.33881 0.395 -5.128 -2.411 0.77
O -1.13250 -5.58993 -0.16643 -1.661 5.275 2.138 -0.37
O -2.69919 -4.27346 1.67514 2.868 2.003 -1.703 -0.28
C -2.59872 -3.14004 2.61004 -1.104 1.599 1.308 -0.27
C -3.07229 -1.71260 1.94921 0.094 0.459 -0.010 -0.11
O -2.37007 -3.33313 -1.00844 -0.020 -1.696 3.683 -0.29
C -3.78450 -3.82994 -0.96611 -1.804 -0.095 -1.542 -0.27
C -4.46528 -3.57135 -2.45920 0.439 0.671 0.507 -0.09
C 3.47166 -2.95515 1.23363 -0.724 -4.128 -1.311 0.01
N 2.94078 -1.54360 1.25605 3.547 -0.308 0.149 0.05
C 2.78288 -0.97685 2.64257 -5.187 -1.602 5.294 -0.25
C 3.77287 0.08180 3.40636 -0.395 0.901 -0.790 -0.02
O 1.72369 -1.43417 3.36664 6.803 2.504 -5.018 -0.03
C 3.63566 -0.61761 0.29208 -0.234 6.880 -1.206 -0.24
C 4.74528 -1.07245 -0.85874 -0.557 0.187 -0.205 -0.01
O 3.32806 0.70959 0.28519 1.520 -8.800 0.771 -0.03
H 4.16802 -4.57938 4.57995 0.744 2.374 0.345 0.09
H 3.71094 -2.67998 4.68482 1.594 -1.836 0.346 0.07
H 4.87755 -3.49555 5.97702 -0.719 0.024 -2.534 0.11
H 6.63038 -3.97074 4.02158 -1.403 1.865 -0.339 0.11
H 6.40916 -2.17804 4.56623 -1.147 -1.674 -1.612 0.14
H 6.51872 -2.67713 2.03783 -1.449 0.610 0.791 0.15
H 6.26988 -5.24935 2.28414 -2.425 1.341 -1.012 0.14
H 4.78281 -7.20635 0.96959 -0.820 2.901 0.146 0.13
H 2.30809 -8.90804 1.53702 -0.322 0.614 -2.288 0.12
H 1.81176 -9.79214 -0.05916 0.622 2.339 0.696 0.13
H 3.21541 -8.49913 -0.12322 -1.863 -0.847 1.017 0.09
H 1.47742 -2.46778 -0.84075 -0.634 -2.336 1.043 0.13
H 0.80600 -4.20378 -1.23360 0.868 1.040 2.096 0.13
H -0.24602 -2.02432 0.75838 0.743 -2.490 0.025 0.11
H 0.41254 -3.41443 1.87226 -1.143 0.275 -2.481 0.11
H -1.53634 -3.00674 3.10480 -1.968 -0.479 -1.209 0.12
H -3.35153 -3.37455 3.49868 1.638 0.303 -2.026 0.14
H -3.04029 -0.89152 2.79624 -0.088 -1.700 -1.673 0.09
H -4.17924 -1.74298 1.51110 2.498 -0.102 1.038 0.09
H -2.34231 -1.32812 1.08641 -1.618 -0.985 1.836 0.08
H -4.37540 -3.23765 -0.14503 1.181 -1.259 -1.636 0.11
H -3.83393 -4.98406 -0.77311 0.339 2.210 -0.143 0.13
H -4.53511 -2.41658 -2.66154 0.201 -2.207 0.415 0.08
H -3.78691 -4.03912 -3.30258 -1.536 0.765 1.817 0.09
H -5.56902 -3.97982 -2.47550 2.359 0.586 0.039 0.09
H 3.68242 -0.08871 4.56722 0.184 0.012 -2.534 0.11
H 4.88043 0.08085 3.00528 -2.374 -0.251 0.843 0.10
H 3.35181 1.18102 3.21044 0.782 -2.480 0.266 0.10
H 5.48419 -0.17500 -1.12580 -1.946 -1.801 1.071 0.12
H 4.12134 -1.24549 -1.86169 1.384 0.018 2.293 0.12
H 5.39277 -1.99684 -0.54837 -1.501 1.618 -0.711 0.07
C -2.90355 2.20286 -4.61066 -0.143 -0.109 -0.263 -0.06
C -3.57138 2.35054 -3.25485 0.741 -0.114 -0.051 -0.22
O -4.93674 2.75945 -3.40217 -0.936 -0.672 -0.035 0.02
C -5.80801 1.77878 -3.74672 0.203 -0.260 -0.259 -0.55
O -5.53223 0.60343 -3.92819 -0.401 1.530 0.350 0.10
O -7.03744 2.33638 -3.88308 1.081 -0.337 0.276 -0.01
C -8.03683 1.42534 -4.33507 -0.480 -0.323 -0.174 -0.05
H -3.01880 3.11919 -5.19902 0.123 -0.035 0.206 0.08
H -1.83728 1.98565 -4.49585 -0.133 0.083 0.029 0.08
H -3.35808 1.39445 -5.19004 0.065 0.010 0.167 0.07
H -3.06448 3.13668 -2.68446 -0.374 0.024 -0.109 0.11
H -3.50108 1.42900 -2.66584 -0.215 0.076 -0.200 0.12
H -8.07105 0.52761 -3.70944 0.150 0.141 -0.197 0.10
H -7.85158 1.16109 -5.38071 0.019 -0.109 0.216 0.10
H -9.00678 1.92561 -4.27055 0.348 0.147 0.069 0.10
C 1.15870 7.43352 -3.55237 -0.131 -0.101 -0.267 -0.07
C 0.49087 7.58121 -2.19655 0.680 -0.134 -0.068 -0.22
O -0.87450 7.99011 -2.34387 -0.915 -0.724 -0.040 0.03
C -1.74576 7.00944 -2.68842 0.152 -0.131 -0.243 -0.55
O -1.46999 5.83409 -2.86989 -0.386 1.426 0.325 0.10
O -2.97520 7.56704 -2.82479 1.139 -0.357 0.287 0.00
C -3.97458 6.65600 -3.27677 -0.488 -0.340 -0.165 -0.05
H 1.04345 8.34985 -4.14072 0.106 -0.045 0.193 0.08
H 2.22497 7.21631 -3.43756 -0.130 0.064 0.026 0.08
H 0.70417 6.62511 -4.13175 0.070 0.018 0.166 0.07
H 0.99776 8.36735 -1.62616 -0.413 -0.012 -0.079 0.12
H 0.56116 6.65966 -1.60755 -0.201 0.092 -0.187 0.12
H -4.00880 5.75828 -2.65114 0.120 0.132 -0.201 0.09
H -3.78933 6.39175 -4.32241 0.013 -0.111 0.209 0.10
H -4.94453 7.15628 -3.21225 0.349 0.133 0.067 0.10
C 1.37278 3.37439 1.26368 -0.245 -0.004 -0.134 -0.06
C 1.62055 3.97314 2.63705 0.115 -0.519 -0.237 -0.23
O 1.12342 5.31535 2.70404 -0.857 0.240 0.381 0.02
C -0.21710 5.43585 2.87142 -0.371 -0.240 -0.177 -0.55
O -1.01387 4.51682 2.97620 1.127 1.220 -0.061 0.11
O -0.52419 6.75748 2.87381 0.512 -1.148 0.083 -0.01
C -1.92269 7.02432 2.95157 -0.609 0.205 0.056 -0.05
H 1.77770 4.02441 0.48098 0.102 -0.119 0.157 0.09
H 1.83742 2.38713 1.18176 -0.017 0.168 -0.004 0.04
H 0.30268 3.26763 1.06539 0.103 -0.022 0.143 0.08
H 2.69933 4.02477 2.82107 -0.214 0.353 0.018 0.12
H 1.18730 3.35607 3.43243 -0.145 0.208 -0.138 0.12
H -2.38181 6.50464 3.79871 0.121 -0.031 -0.259 0.10
H -2.40730 6.73748 2.01328 0.012 -0.081 0.220 0.10
H -2.05585 8.09981 3.09586 0.330 -0.197 -0.064 0.10
```
Forces are in eV/Å.

Values from the calculation:
HOMO: -11.911 eV
total charge: +1

3.
# C6HNO

C6HNO in the gas phase in a non-equilibrium geometry (wB97M-V/def2-TZVPD, the Open Molecules 2025 dataset).

```
9
Properties=species:S:1:pos:R:3:forces:R:3:lowdin_charge:R:1
C -1.61475 1.22348 2.44736 0.839 0.780 0.302 0.10
C -0.69257 0.84703 1.71377 0.180 -0.365 0.006 -0.14
C 0.34845 0.28771 0.83498 -0.126 -3.936 -1.575 0.02
C 0.92945 -0.63037 0.08269 -3.029 5.664 1.921 0.12
C 1.32557 -0.56762 -1.42076 -3.492 -1.974 3.646 -0.48
O 2.38050 -0.28776 -1.75749 4.607 1.612 -1.827 0.19
C 0.28581 -1.06964 -2.30785 -3.152 -1.335 -1.108 -0.10
N -0.64230 -1.55914 -2.82785 2.298 1.213 0.974 0.19
H -2.32015 1.75630 3.23515 1.875 -1.658 -2.339 0.10
```
Forces are in eV/Å.

Values from the calculation:
HOMO: -10.375 eV
total charge: 0
SMILES: C#CC#CC(=O)C#N
ΔE to the lowest compared entry with this formula, charge and spin: 37.6 kcal/mol

| no. | HOMO-LUMO gap (eV) |
| --- | --- |
| 1 | 8.9206 |
| 2 | 6.5098 |
| 3 | 8.9733 |